a.
Computed, not measured: a cluster of 10 separate species, C30H60O30 in total, with the ωB97M-V functional and the def2-TZVPD basis.

For the lowest unoccupied orbital energy, the calculation gives 0.428 eV.

The geometry in ORCA input format:
```
! RIJCOSX wB97M-V def2-TZVPD def2/J DEFGRID3
* xyz 0 1
H 6.143 9.864 -3.131
H 5.881 23.031 -0.867
H 6.602 18.773 0.041
C 11.871 13.364 -5.266
C 4.951 22.783 -1.377
C 7.627 14.596 -3.710
H 6.987 19.704 1.352
H 7.894 14.834 -2.681
O 10.562 13.925 -5.429
C 3.327 11.832 -5.852
H 1.848 13.367 1.443
C 5.870 13.997 4.244
H 0.187 17.220 -1.981
O 4.908 11.238 -3.688
H 7.274 19.206 -3.822
O 1.072 22.293 -3.196
H 4.271 21.872 4.434
O 2.481 23.939 -4.090
O 8.060 17.984 1.525
C -0.742 13.985 -0.664
H 4.866 23.340 -2.310
C 4.728 15.483 -0.794
C 3.705 14.012 3.328
H 5.740 18.435 -4.237
H -2.365 16.082 0.468
C 2.769 19.790 0.323
C 0.398 25.797 -3.494
H 0.692 13.022 2.701
H 3.227 10.802 -5.510
H 2.683 21.262 -2.444
C -3.633 15.544 -3.491
O 3.285 22.300 2.783
C -3.698 15.543 -5.884
H 3.971 11.914 -6.728
O 9.192 16.038 1.564
H 1.325 26.078 -2.995
H 12.427 13.667 -6.153
H 10.423 15.583 3.003
O -0.769 14.746 0.501
O 8.825 14.755 -4.479
H 5.680 15.591 -1.314
O 3.524 15.450 -1.526
O -2.566 15.197 -5.958
O 3.684 12.739 -4.771
H 1.549 11.888 -1.773
H -4.320 15.495 -2.646
H 2.536 21.279 -4.218
C -1.998 15.198 0.989
O 0.470 13.457 -0.746
C 6.841 18.654 1.098
O 4.524 13.565 4.246
H 1.916 19.882 -0.349
H -0.139 12.084 -2.119
C 1.356 23.555 -3.735
H 12.357 13.900 -4.450
C 3.759 21.332 1.952
H -4.141 14.694 -8.641
H 4.101 23.009 -0.733
H 7.319 13.558 -3.840
C 0.777 12.642 -1.928
C 5.910 20.838 -2.261
H 3.702 19.848 -0.238
C 1.982 21.264 -3.279
O -1.690 13.982 -1.514
H 1.011 17.673 -3.572
C 9.939 16.485 2.627
H 3.442 23.409 4.393
H 6.449 13.431 3.515
C 0.738 16.892 -2.862
C -3.888 15.676 -8.241
H 6.847 15.300 -3.998
O 2.533 13.388 3.440
H 0.005 16.193 -3.265
H -2.985 16.378 -3.221
O 2.741 20.986 1.126
C 5.856 10.861 -2.796
O 6.994 21.356 -2.506
H -2.801 15.754 -8.229
O -4.429 15.827 -6.917
H 1.461 20.316 -3.147
H -2.984 14.668 -3.505
O 3.387 17.667 -1.639
H -0.274 26.257 -2.769
H 11.913 12.294 -5.063
H -2.685 14.356 1.069
H 4.776 16.256 -0.027
H 2.356 12.274 -6.073
H 6.737 11.470 -2.598
H 1.058 13.270 -2.773
C 6.391 18.719 -3.410
H 5.946 18.327 1.627
O 4.938 21.394 -1.620
H 4.746 14.613 -0.137
C 8.269 16.703 0.908
H 5.920 14.991 3.799
H 2.786 18.881 0.924
O -4.373 15.713 -4.736
O 0.306 24.347 -3.488
H 6.708 17.705 -3.165
H 6.408 13.877 5.184
H 1.127 14.666 2.627
C 9.770 13.844 -4.316
O 5.591 19.556 -2.483
H 10.671 17.247 2.362
C 4.089 22.749 3.814
C 1.528 13.670 2.439
H 5.294 10.764 -1.867
O 3.900 14.890 2.530
C 4.628 12.515 -3.727
H 4.982 23.295 3.510
H -4.214 16.389 -8.999
H 0.206 26.189 -4.493
C 2.953 16.547 -1.893
H -1.868 15.573 2.004
O 5.106 13.488 -3.131
O 7.711 16.305 -0.101
H 9.434 16.829 3.530
O 9.917 13.124 -3.277
O 1.921 16.134 -2.665
O 4.861 20.834 1.987
*
```

b.
Computed, not measured: a cluster of 10 separate species, C30H60O30 in total, with the ωB97M-V functional and the def2-TZVPD basis.

For the lowest unoccupied orbital energy, the calculation gives 0.030 eV.

The geometry in ORCA input format:
```
! RIJCOSX wB97M-V def2-TZVPD def2/J DEFGRID3
* xyz 0 1
O -2.869 6.753 -3.969
O 2.769 4.588 -5.862
C 5.086 -11.337 0.265
H -9.600 -1.499 -0.283
C -2.372 7.982 -7.134
H 4.976 -12.418 0.349
C 8.766 5.200 0.850
H -6.477 -3.925 -2.007
O 2.868 2.345 11.912
H -5.818 -3.397 -3.544
C 0.254 -9.107 4.462
H -0.685 -0.101 -1.951
H 7.914 2.851 0.175
H 3.239 4.366 -3.791
C -8.597 -1.171 -0.008
C 2.361 2.257 10.638
H 6.109 -11.135 -0.054
C -3.147 6.904 -5.239
O -0.589 -3.560 -9.385
O -6.624 7.356 6.288
C 0.532 0.780 1.023
H 4.867 -10.964 1.265
O 0.759 -10.276 5.097
H 1.008 2.399 -8.668
C 4.302 -9.523 -0.998
O 1.926 4.723 -7.920
C 2.933 3.024 8.453
H -8.683 4.079 4.739
H -0.370 3.219 0.354
O 3.630 -9.256 -2.151
H 0.327 1.310 -7.398
H 2.017 3.342 -4.319
H 2.761 2.042 8.012
C -0.611 2.801 1.331
H 3.875 -7.683 -3.471
H -7.465 -3.131 -3.301
H 0.790 -0.815 -1.198
H 2.723 2.057 13.947
O 0.032 0.885 -0.248
H -0.386 2.863 -7.718
H 1.173 1.957 12.953
H -4.993 7.216 7.476
O 9.811 4.722 0.319
C 1.504 -3.208 -7.483
H -1.987 -5.572 -10.290
C -6.443 6.122 5.851
H 3.207 -7.166 -1.811
H 8.616 2.681 1.671
H 9.270 8.055 0.069
H -8.616 -0.087 0.098
H 0.743 -6.952 2.752
H -0.075 -11.869 4.358
H -2.705 8.993 -7.369
O -6.377 -0.067 -1.178
H -0.942 -0.970 -0.604
H 0.197 -6.323 4.266
H -6.924 3.934 4.541
O 1.367 1.583 10.307
H -1.667 2.564 1.458
O 4.319 -10.854 -0.765
H -1.340 7.895 -7.473
C 0.987 -6.924 3.814
C 0.058 -11.374 5.320
H -8.332 -1.442 1.014
C -6.522 -3.134 -2.754
H -5.857 8.893 7.524
H 0.407 -12.033 6.116
H 9.684 7.998 1.787
O 8.522 6.458 1.079
H 2.165 3.650 7.998
C 9.558 7.396 0.887
C -5.584 7.988 6.983
H -4.782 6.441 -3.349
H -0.459 3.688 1.947
O -6.223 -1.770 -2.465
H -2.807 -6.670 -9.208
O 1.267 -0.188 1.292
H 2.249 -3.633 -6.811
C 2.958 3.773 -4.661
O -5.287 5.672 5.764
O 1.224 -8.164 4.443
O 0.423 -4.212 -7.427
H 1.970 -6.469 3.699
C 1.981 4.161 -6.865
O -7.644 5.626 5.554
O -0.846 -8.984 3.969
C 2.233 1.715 13.036
H -3.045 7.329 -7.689
H 2.241 -8.090 -3.085
C -6.784 -1.144 -1.534
H 6.823 2.665 1.558
C -0.167 -0.325 -1.019
O -7.802 -1.815 -0.908
O 4.718 -8.648 -0.269
C -2.275 -5.720 -9.250
O -4.093 6.428 -5.818
C 0.567 2.337 -7.673
H -3.708 5.016 -3.231
H 3.872 3.328 7.991
C 7.741 3.140 1.212
O 2.988 3.072 9.887
C 3.210 -7.885 -2.631
C -7.718 4.274 5.206
H -3.622 6.019 -1.993
O -2.258 7.693 -5.768
C -0.396 -4.370 -8.475
O 7.747 4.550 1.329
C -3.789 6.091 -3.067
O 1.323 2.943 -6.596
H -0.946 -11.210 5.712
O -1.220 -5.485 -8.360
O 0.318 1.786 1.782
H 1.357 -2.135 -7.357
H 10.479 6.842 0.705
H 3.701 2.998 -4.847
H -7.789 3.559 6.026
H -4.885 8.384 6.246
H 2.418 0.641 13.079
H -2.986 -4.913 -9.071
H 1.963 -3.301 -8.468
*
```

Which structure is most stable, and how do the rest compare? From most to least stable: a, b.

a.
Computed, not measured: the molecule C2H4P4, with the ωB97M-V functional and the def2-TZVPD basis.

For the lowest unoccupied orbital energy, the calculation gives -0.774 eV.

The geometry in ORCA input format:
```
! RIJCOSX wB97M-V def2-TZVPD def2/J DEFGRID3
* xyz 0 1
H 2.225 -1.505 -1.262
P -0.107 1.138 -1.048
C 1.268 0.215 -0.354
P -1.069 0.906 0.876
H -2.664 -0.757 1.691
P 2.754 0.392 0.425
C -2.163 -0.362 0.678
H -2.337 -0.880 -0.206
P 1.725 -1.505 -0.031
H 0.369 2.357 -0.769
*
```

b.
Computed, not measured: a structure of composition C2H4P4, with the ωB97M-V functional and the def2-TZVPD basis.

For the lowest unoccupied orbital energy, the calculation gives -1.254 eV.

The geometry in ORCA input format:
```
! RIJCOSX wB97M-V def2-TZVPD def2/J DEFGRID3
* xyz 0 1
P -1.906 -1.525 -0.583
P -2.877 0.147 0.943
H 1.609 1.165 1.567
H 2.836 -0.172 1.404
P -0.293 1.296 -0.640
H -0.608 1.135 -2.087
P 1.317 -0.144 -0.601
H -0.323 -2.275 -0.823
C -1.596 0.166 -0.162
C 1.843 0.208 0.981
*
```

Which structure is most stable, and how do the rest compare? From most to least stable: a, b.

a.
Computed, not measured: a cluster of 2 separate species, H5NO in total, with the ωB97M-V functional and the def2-TZVPD basis.

For the lowest unoccupied orbital energy, the calculation gives 0.931 eV.

The geometry in ORCA input format:
```
! RIJCOSX wB97M-V def2-TZVPD def2/J DEFGRID3
* xyz 0 1
H -0.571 0.498 1.797
H 0.986 -0.838 -1.728
O -0.886 0.654 0.898
H 0.044 0.323 -0.797
H 1.476 -0.457 -0.223
H -1.752 0.237 0.915
N 0.703 -0.418 -0.862
*
```

b.
Computed, not measured: a cluster of 2 separate species, H5NO in total, with the ωB97M-V functional and the def2-TZVPD basis.

For the lowest unoccupied orbital energy, the calculation gives 0.809 eV.

The geometry in ORCA input format:
```
! RIJCOSX wB97M-V def2-TZVPD def2/J DEFGRID3
* xyz 0 1
H 0.668 0.038 0.203
O -2.280 -0.033 0.252
H 1.956 0.097 -0.910
H -2.285 0.882 0.607
H 2.111 -0.874 0.449
N 1.635 -0.117 -0.006
H -1.807 0.008 -0.595
*
```

Which structure is most stable, and how do the rest compare? From most to least stable: b, a.

a.
Computed, not measured: the molecule C19H31N5O3, with the ωB97M-V functional and the def2-TZVPD basis.

For the lowest unoccupied orbital energy, the calculation gives 0.617 eV.

The geometry in ORCA input format:
```
! RIJCOSX wB97M-V def2-TZVPD def2/J DEFGRID3
* xyz 0 1
C -2.005 -3.940 2.798
H -1.767 -4.952 2.439
C -4.247 1.324 2.921
H -3.463 4.342 3.593
H -0.828 1.505 -1.109
H -2.366 -4.018 3.823
H 0.558 -0.011 -2.760
H -3.310 0.058 4.386
H 0.560 1.705 2.316
H -2.245 1.942 1.137
H -3.932 -3.922 1.848
H -1.364 -1.342 1.006
H -1.758 0.271 -0.308
C -0.225 -3.058 1.575
C -3.037 -3.295 1.891
H -4.431 -2.820 -0.442
H 1.254 0.568 -0.256
H 0.426 -0.368 0.952
C -4.645 2.607 3.192
C -0.450 -2.228 -0.753
C 0.925 -0.920 -2.276
H -7.359 3.928 2.984
H -4.692 4.014 4.818
C -1.152 -2.333 0.597
N -5.949 1.689 1.657
N -5.063 0.797 1.980
C -6.559 3.953 2.245
H 0.699 -1.775 -2.905
O -0.637 3.387 3.749
O -0.513 -3.145 -1.557
N 0.283 -1.102 -0.988
H -0.822 2.882 0.776
H 2.008 -0.838 -2.157
H -2.253 3.368 5.446
H -5.968 4.856 2.381
C -2.487 -3.069 0.483
H 0.715 -2.520 1.708
C -3.478 -2.293 -0.375
C -3.978 3.545 4.137
H -0.611 0.409 2.545
N -5.703 2.794 2.375
H -3.341 -2.334 2.321
C -0.504 1.475 2.335
C -1.107 2.303 3.446
C 0.331 0.016 -0.060
H -2.488 0.105 2.840
H -3.679 -1.310 0.062
H 0.007 -4.053 1.171
H -2.290 -4.038 0.014
H -6.989 3.945 1.247
N -2.219 1.806 4.076
H -3.483 2.114 5.685
C -3.038 0.713 3.553
H -3.098 -2.157 -1.388
C -0.892 0.928 -0.185
O -0.812 -3.170 2.855
C -2.960 2.718 4.940
C -1.163 1.870 1.004
*
```

b.
Computed, not measured: the molecule C19H31N5O3, with the ωB97M-V functional and the def2-TZVPD basis.

For the lowest unoccupied orbital energy, the calculation gives 0.575 eV.

The geometry in ORCA input format:
```
! RIJCOSX wB97M-V def2-TZVPD def2/J DEFGRID3
* xyz 0 1
H -1.794 2.275 -2.939
N -0.927 2.387 -1.026
C -1.043 3.183 3.828
H -1.213 -6.024 0.466
H -1.386 3.904 -2.366
N -1.890 -3.239 -0.781
O -1.945 4.227 -0.192
H -0.970 3.992 4.559
H 0.868 -1.417 -2.993
N -0.969 -4.104 -0.330
H 1.467 1.751 0.154
O 4.006 -2.556 -1.050
O -2.473 1.363 3.103
C -1.390 3.155 -0.001
C 2.815 -0.607 -1.724
H -0.100 2.803 -2.906
H -3.194 3.083 3.982
H 1.179 3.715 2.231
H 2.314 -0.402 0.349
H 1.993 -4.391 0.014
C 0.928 -2.497 -2.905
H 0.536 5.232 2.862
H -0.568 0.482 -1.737
C 2.318 -4.346 -2.126
C -0.098 -3.008 -1.945
H -0.192 2.514 3.996
C -2.527 1.873 1.787
H -0.582 -4.807 1.600
H 3.359 -4.613 -1.972
C -1.060 2.869 -2.389
H 1.940 -4.878 -3.002
H -0.407 1.909 1.486
H -2.698 1.019 1.130
H 0.996 -0.991 -0.625
H -2.286 -4.756 1.099
H -0.734 0.559 -0.012
C 0.356 4.431 2.142
C 0.173 -3.994 -1.037
H 3.767 -0.110 -1.543
C -1.274 -4.982 0.778
N -1.364 -2.570 -1.760
C 3.088 -2.095 -1.706
C 1.473 -4.709 -0.893
H -2.346 1.933 5.033
C -2.329 2.407 4.052
C -1.238 2.615 1.416
C 1.218 1.148 -0.721
H 1.637 1.675 -1.583
C -0.978 3.749 2.411
H 1.339 -5.792 -0.834
C -0.303 1.085 -0.863
H -1.781 4.481 2.283
H 0.779 -2.910 -3.907
H 0.382 4.866 1.142
H 2.444 -0.270 -2.693
C 1.815 -0.263 -0.611
H -3.374 2.564 1.680
N 2.239 -2.916 -2.411
*
```

Which structure is most stable, and how do the rest compare? From most to least stable: b, a.

a.
Computed, not measured: a cluster of 2 separate species, C5H13N2O in total, with the ωB97M-V functional and the def2-TZVPD basis.

Its expectation value of S² is 0.783. For the lowest unoccupied orbital energy (spin up / spin down), the calculation gives 0.919 / -1.564 eV.

The geometry in ORCA input format:
```
! RIJCOSX wB97M-V def2-TZVPD def2/J DEFGRID3
* xyz 0 2
H -0.004 -3.458 -1.598
H -0.108 1.222 1.357
C -0.853 -1.721 1.703
H -0.255 -1.908 -2.440
H 0.286 2.587 -1.293
O 0.249 0.560 -1.293
C 0.411 1.942 0.719
H 0.974 3.740 1.560
H 1.475 1.714 0.753
H -1.216 1.928 -0.668
N 0.227 -1.723 -0.424
H 0.226 -0.346 -0.746
N 0.129 3.304 1.206
C -0.129 1.764 -0.702
H -0.507 3.273 2.003
H 1.372 -2.445 -2.009
H -0.626 -3.374 0.416
H -0.687 -0.670 1.880
H -1.305 -2.322 2.471
C -0.480 -2.295 0.516
C 0.334 -2.424 -1.685
*
```

b.
Computed, not measured: a cluster of 2 separate species, C5H13N2O in total, with the ωB97M-V functional and the def2-TZVPD basis.

Its expectation value of S² is 0.754. For the lowest unoccupied orbital energy (spin up / spin down), the calculation gives 0.770 / -0.402 eV.

The geometry in ORCA input format:
```
! RIJCOSX wB97M-V def2-TZVPD def2/J DEFGRID3
* xyz 0 2
C 2.180 -0.948 1.127
H -2.298 -1.268 1.231
H 1.685 1.038 1.313
C -0.224 1.103 -1.084
H -0.077 2.086 -0.648
C -1.680 0.724 -1.140
H 0.240 1.109 -2.094
H 3.560 1.217 -0.514
H 1.590 -1.138 2.003
H 3.200 -0.849 1.427
H -3.898 -1.087 1.859
N -3.305 -1.133 1.054
N 0.373 0.127 -0.119
H -2.212 0.759 -2.071
C 1.621 0.328 0.451
C 2.623 0.618 -0.757
H -3.645 -1.966 0.564
H -1.754 -0.323 -0.823
O 2.327 0.210 -1.901
H 2.002 -1.786 0.480
H -2.309 1.179 -0.357
*
```

c.
Computed, not measured: the molecule C5H13N2O, with the ωB97M-V functional and the def2-TZVPD basis.

Its expectation value of S² is 0.754. For the lowest unoccupied orbital energy (spin up / spin down), the calculation gives 0.531 / 0.527 eV.

The geometry in ORCA input format:
```
! RIJCOSX wB97M-V def2-TZVPD def2/J DEFGRID3
* xyz 0 2
H 1.738 2.527 0.043
N 0.130 1.312 -0.289
C -1.452 -0.554 0.320
H -1.498 -1.054 1.298
N -0.803 -1.120 -0.830
H 2.315 -2.586 -0.262
H 0.282 3.571 -0.222
C -0.677 0.669 0.754
H -0.315 -2.820 0.337
H -0.016 0.570 1.622
H -1.346 1.372 1.286
C 1.557 -1.788 -0.289
H -1.500 -1.522 -1.453
C 0.662 2.625 0.111
O 1.959 -0.537 -0.123
H 0.149 -2.905 -1.406
C 0.124 -2.258 -0.513
H -2.440 -0.286 -0.021
H -0.461 1.425 -1.119
H 0.633 2.748 1.206
H 0.958 0.613 -0.449
*
```

Which structure is most stable, and how do the rest compare? From most to least stable: a, b, c.

a.
Computed, not measured: a cluster of 2 separate species, CHClFNO2 in total, with the ωB97M-V functional and the def2-TZVPD basis.

For the lowest unoccupied orbital energy (spin up / spin down), the calculation gives -1.135 / -1.135 eV.

The geometry in ORCA input format:
```
! RIJCOSX wB97M-V def2-TZVPD def2/J DEFGRID3
* xyz 0 1
F 0.353 1.235 1.778
Cl -0.351 1.842 -0.585
O 2.823 0.958 -0.302
N 2.216 0.161 0.302
O 2.353 -1.003 0.403
C 0.180 0.693 0.575
H -0.413 -0.179 0.858
*
```

b.
Computed, not measured: a cluster of 2 separate species, CHClFNO2 in total, with the ωB97M-V functional and the def2-TZVPD basis.

For the lowest unoccupied orbital energy (spin up / spin down), the calculation gives -3.790 / -3.789 eV.

The geometry in ORCA input format:
```
! RIJCOSX wB97M-V def2-TZVPD def2/J DEFGRID3
* xyz 0 1
F -0.048 2.598 1.781
H -0.849 0.202 -1.521
O 0.943 -0.998 0.852
Cl 0.526 1.389 0.004
C -0.279 0.154 -0.667
O -0.415 -2.180 -0.419
N 0.122 -1.165 -0.029
*
```

Which structure is most stable, and how do the rest compare? From most to least stable: a, b.